(1)
C32H53AlBrClN3O7SSiV as an isolated structure at a distorted geometry. Source: the Open Molecules 2025 dataset; level of theory: wB97M-V/def2-TZVPD.

XYZ file:
```
101
Properties=species:S:1:pos:R:3:mulliken_charge:R:1
H 1.94 3.49 8.31 0.34
N -0.99 2.25 1.10 -0.67
Cl 3.92 1.95 2.36 -0.16
H 4.96 1.99 7.76 0.39
H -1.09 -3.94 2.39 0.32
H -2.76 -4.46 1.95 0.41
H -5.02 -2.57 -3.01 0.15
H 4.17 1.84 0.73 -0.35
H -6.59 1.05 -3.94 0.21
H -3.19 1.76 -1.53 0.25
H -3.71 1.89 1.42 0.55
H -6.19 -2.17 -1.65 0.36
H 4.26 -0.17 1.42 0.43
C 2.53 1.54 4.41 -0.78
H 4.76 1.45 5.34 0.22
C -1.24 0.93 0.87 0.64
H 3.78 1.89 -2.87 0.39
C -5.16 -2.55 -1.90 -1.20
C -3.82 1.16 0.57 -1.50
H -1.28 -5.31 -1.23 0.35
C -0.80 -4.34 -0.90 -1.20
C 6.62 1.43 -0.85 0.62
O -5.32 1.63 -1.28 -0.37
H 8.07 2.56 -4.00 0.39
H 3.22 -2.74 1.61 0.48
Al 8.65 0.25 -0.77 0.07
C 4.86 1.85 -2.56 -0.49
C -4.46 3.64 -3.30 -0.98
H 4.50 0.03 6.37 0.40
H 0.09 -2.46 -1.77 -0.05
C -1.69 -3.65 0.20 0.26
H 1.52 2.48 6.91 0.32
O -3.91 -1.68 0.11 -0.61
C 5.21 1.42 -1.18 0.24
H 3.32 1.41 8.07 0.36
C -6.93 4.19 -1.37 -1.07
Br -5.18 -4.10 -8.61 0.12
O -2.22 -3.13 -5.12 -0.89
H 1.31 -3.05 -0.16 -0.31
C 4.08 1.00 6.08 -0.24
C -0.09 -1.55 0.73 0.91
C -2.54 0.25 0.60 0.57
C -1.42 -2.13 0.43 -0.05
C 1.11 -2.54 0.82 -0.51
H -5.03 -3.60 -1.53 0.32
H -8.02 4.01 -1.58 0.31
C -0.37 -3.42 -2.11 0.57
H -3.06 -1.84 -1.83 0.15
O 2.80 0.74 5.49 -0.27
H -4.09 4.51 -2.67 0.25
H -2.76 -3.72 -0.16 0.16
C 2.10 3.34 7.25 -0.71
C -2.63 -1.21 0.37 -0.04
C 7.30 2.26 -3.25 -0.42
H 1.66 -3.51 -3.16 0.28
H 1.46 1.50 4.20 0.33
H -3.99 3.05 -0.54 0.52
H -1.42 -5.53 1.45 0.34
C 3.13 -1.22 0.04 -0.76
H 3.10 1.12 3.48 0.30
C 4.07 1.03 -0.15 0.42
H -4.89 3.98 -4.27 0.40
H -6.76 4.21 -0.26 0.30
C 5.86 2.24 -3.58 -0.65
H -3.66 2.86 -3.42 0.25
C -0.06 -0.07 0.92 0.62
C 7.73 1.85 -1.90 -0.06
V -3.62 -3.03 -6.09 1.54
C -4.00 1.95 -0.79 -0.49
H 7.29 0.09 0.43 0.27
C 0.82 -4.20 -2.87 -1.30
H 3.08 1.23 -0.64 0.40
N 4.23 -0.30 0.40 -0.16
H 0.16 -4.66 -0.39 0.28
H 8.87 1.88 -1.63 0.13
C -4.05 -1.58 -1.35 0.30
H -4.30 -0.51 -1.59 0.07
S 0.67 2.30 1.37 0.11
H -1.21 -3.30 -2.84 0.17
C 2.48 -1.95 1.30 -0.81
H -4.70 0.48 0.76 0.42
H 1.76 4.23 6.71 0.26
H -7.29 2.69 -4.43 0.33
H 5.53 2.53 -4.60 0.40
H 3.52 -1.99 -0.68 0.44
C -7.09 1.99 -3.57 -1.03
H 0.81 -3.37 1.53 0.64
H 2.81 2.58 4.59 0.67
C 3.96 1.88 7.32 -0.56
O -5.08 -2.94 -7.12 -0.77
H -6.71 5.24 -1.74 0.33
H 2.41 -1.21 2.15 0.13
O 7.05 1.06 0.50 -0.23
C -1.69 -4.45 1.59 -1.45
H 2.27 -0.71 -0.49 0.20
H 1.27 -4.99 -2.19 0.33
H 0.43 -4.77 -3.76 0.35
O 3.50 3.17 6.99 -0.39
Si -5.94 2.87 -2.31 0.60
H -8.06 1.76 -3.04 0.29
N 1.06 0.69 1.18 -0.38
```

Values from the calculation:
E: -186379.4112 eV
Net charge: +2

(2)
C32H54Br2Cl2N2O10P2S as an isolated structure at a distorted geometry. Source: the Open Molecules 2025 dataset; level of theory: wB97M-V/def2-TZVPD.

XYZ file:
```
105
Properties=species:S:1:pos:R:3:mulliken_charge:R:1
C -4.49 -0.41 -2.99 -1.80
P 2.46 1.14 0.51 0.39
C 2.96 2.11 -3.87 0.53
H -5.58 2.02 6.69 0.26
H 3.12 -1.84 0.20 1.07
C 1.39 -0.82 -3.17 -1.86
H 3.72 -3.53 2.76 -0.14
H -5.09 0.36 -3.49 0.43
H -5.03 4.14 4.74 0.24
C -2.19 3.21 -0.66 -0.75
C 0.15 -2.37 2.20 -1.70
C -0.71 1.03 -0.99 0.00
C 0.83 -1.23 1.40 -1.14
H 3.72 -7.15 4.19 0.26
C -0.28 1.46 -3.52 -1.83
H 1.56 2.22 0.66 0.29
C 2.90 -6.54 3.80 -0.54
O 1.39 -3.34 -0.02 -0.50
O -2.35 3.12 4.76 -0.50
N 1.38 -0.53 -4.59 -0.04
P 0.91 3.13 -1.79 -0.15
H 0.44 3.51 -0.50 0.40
H 2.48 -5.40 2.02 0.05
H 5.05 2.67 -3.45 0.35
C 0.36 1.30 -2.13 1.23
H -2.47 1.80 -2.15 0.50
H -4.69 2.34 8.19 0.30
H 3.83 3.75 -2.66 0.30
H 3.21 -1.77 -1.51 0.44
C -3.19 -1.07 -4.96 -1.63
H -5.02 -1.35 -3.18 0.39
H 0.14 1.62 1.72 -0.07
H -2.56 -2.25 -2.95 0.85
H 2.07 -7.19 3.53 0.37
H -1.57 4.04 -1.04 0.42
H 0.49 -0.68 -5.03 0.11
H 2.08 2.72 -4.03 0.10
C 0.73 -2.50 -0.67 -0.61
H 0.44 1.72 -4.29 0.26
H 4.07 -6.16 1.98 0.40
C -1.69 -0.39 0.86 -0.23
Br -3.02 0.51 3.29 0.00
H -1.29 2.70 1.62 0.41
C 0.55 -1.04 -0.13 2.52
H 2.05 -1.11 -5.07 0.40
H 3.56 1.83 -0.06 0.14
H -4.56 -0.17 -1.92 0.30
H 3.64 1.42 -1.97 0.68
H -1.76 -2.17 -0.95 1.49
O 5.39 -1.23 -0.75 -0.41
C -4.96 4.10 6.92 -0.50
C -3.27 3.21 5.52 0.46
H -2.82 -0.84 -1.04 1.04
O 2.96 0.72 1.84 -0.83
C -3.07 -0.37 -3.56 0.79
H 5.31 -1.99 -0.15 0.38
H -3.86 5.28 5.46 0.32
H -0.81 1.93 3.07 0.66
C -2.05 1.75 -1.14 -0.95
O 4.31 -0.38 -0.46 -0.16
H 0.84 -2.93 2.84 -0.12
H 1.93 -1.75 -2.99 0.72
C -1.78 0.54 1.83 -0.03
C 1.83 -0.21 -0.65 0.21
C 4.07 3.15 -3.54 -1.45
H 4.10 3.85 -4.38 0.51
H -0.22 1.57 -0.18 -0.18
H -6.00 4.42 6.98 0.32
C 3.05 -4.41 4.61 0.56
C 2.99 1.01 -2.74 -0.19
C -0.91 1.75 1.99 -1.27
H -2.22 -1.24 -5.42 0.33
H -0.69 0.53 -3.89 -0.31
H -0.56 -1.92 2.90 0.42
H 4.93 -4.54 3.61 0.37
O 2.48 -5.62 4.82 -0.38
N -0.82 -0.38 -0.39 2.38
C -1.80 -1.15 -1.31 -3.03
H -3.76 -0.43 -5.65 0.41
C -4.32 4.30 5.55 -0.42
H -2.69 0.61 -3.82 0.36
C 3.10 -1.14 -0.64 -1.89
H 0.72 -0.31 1.98 0.37
Br -2.91 -1.89 1.25 -0.02
H -1.24 -1.42 -3.55 0.43
H -1.08 2.20 -3.58 1.02
C 3.88 -4.43 3.34 -0.06
C 1.66 0.35 -2.15 1.21
H 2.31 3.18 -1.60 0.04
H 0.37 -1.07 -2.88 -0.63
O -3.55 2.27 6.46 -0.34
Cl 4.16 -0.24 -3.40 -0.13
O 2.93 -3.49 5.36 -0.60
C 3.34 -5.67 2.63 -0.25
H 1.88 -1.46 1.57 0.99
O 0.16 -2.90 -1.72 -0.70
O -3.08 3.53 0.10 -0.51
H -2.88 1.28 -0.59 0.04
H -4.40 4.65 7.68 0.27
Cl 3.47 1.62 -5.56 -0.17
H -0.41 -3.11 1.63 0.33
C -2.03 -1.29 -2.81 -1.60
S 0.40 4.50 -3.06 -0.25
H -3.78 -1.98 -4.82 0.42
C -4.78 2.61 7.14 -0.39
```

Values from the calculation:
E: -252047.1729 eV
Net charge: 0

(3)
A 10-piece molecular cluster, C32H54N6O4S4 overall at a distorted geometry. Source: the Open Molecules 2025 dataset; level of theory: wB97M-V/def2-TZVPD.

XYZ file:
```
100
Properties=species:S:1:pos:R:3:mulliken_charge:R:1
H 3.52 0.15 1.86 0.50
N -0.25 4.45 -0.38 0.02
H -6.31 1.38 -2.92 0.31
N 0.30 -2.03 -4.12 0.34
C 4.58 0.14 1.69 -0.43
S 3.81 -0.83 -3.71 0.41
H 4.87 1.60 0.11 0.58
C -1.83 -2.47 -3.66 -0.23
C -0.52 -1.20 -4.82 -0.84
H -2.73 -0.90 -5.00 0.57
C -4.24 2.39 -0.05 0.80
C -0.75 0.32 -0.77 -0.70
H -2.29 6.87 -1.09 0.41
C 5.31 0.86 0.76 -0.57
H 1.38 5.33 0.64 0.40
H 7.49 -1.14 2.33 0.45
C 6.72 -0.55 1.86 -0.63
C -1.49 6.22 -0.78 -0.72
H 5.10 -3.36 -0.85 0.30
H 0.79 -4.46 4.59 0.33
N 5.44 -0.72 2.31 0.14
H -5.05 -0.39 -1.07 0.26
S 3.29 -3.76 0.81 0.49
H -1.20 0.29 3.55 0.61
C 0.02 -0.76 -0.34 -1.04
H -0.03 7.59 0.23 0.38
H 1.96 0.57 -4.47 0.17
H 1.50 -5.13 -0.20 0.32
H -4.88 0.93 -3.89 0.20
C 5.00 -3.70 0.18 -0.97
H -1.27 2.15 0.40 1.34
H -5.38 4.17 -0.53 0.47
C -0.54 -2.83 -3.37 -0.89
H -0.01 3.49 -0.21 0.32
C -5.30 3.26 0.05 -1.24
H -2.71 3.56 5.91 0.40
H -3.51 3.80 3.20 0.42
H 1.60 -4.62 2.96 0.15
C 0.42 5.48 0.18 -0.47
H 1.28 -2.24 -4.29 0.31
H 2.95 -1.55 5.13 0.39
C -4.70 -0.94 -1.94 -0.33
H -1.47 1.29 6.08 0.43
H -6.33 1.04 2.16 0.42
H 5.60 -3.03 0.79 0.18
O -5.51 -1.84 -4.29 -0.61
H 3.55 1.36 -4.47 0.39
H 5.42 -4.70 0.18 0.46
S -5.99 -1.01 -3.17 0.42
H 3.69 -0.88 -1.31 -0.07
H -1.41 0.40 -1.62 0.65
C 2.31 -2.17 4.51 -0.69
S 3.03 -3.85 4.61 0.48
H 1.03 -1.17 1.45 0.19
H -7.08 3.19 1.15 0.21
H -2.73 -2.97 -3.32 0.54
C -1.72 1.18 3.87 -0.86
C 6.65 0.43 0.88 -0.67
H 1.79 -5.94 4.14 0.33
H -3.74 -0.54 -2.29 -0.15
H -0.13 -3.47 -2.61 0.49
C -4.59 1.25 0.72 -0.86
C -2.54 2.94 5.05 -0.61
H 3.43 0.79 -1.84 0.35
C -2.99 3.02 3.74 -0.46
N -6.19 2.76 0.98 -0.01
C 1.62 -4.87 4.02 -0.77
C 2.54 -4.90 -0.43 -0.96
H 1.30 -2.29 4.91 0.38
O 2.52 -2.48 0.53 -0.28
C -5.94 0.73 -3.72 -0.82
H 7.48 0.75 0.26 0.42
H -6.53 0.72 -4.63 0.36
H -2.71 1.77 2.07 0.17
H 2.44 -4.33 -1.35 0.15
H -3.41 2.41 -0.74 0.37
C 3.02 0.43 -4.66 -0.88
C -0.69 1.26 0.24 -0.46
N 0.56 -0.47 0.90 0.39
C 3.18 -0.25 -2.04 -0.13
C 0.13 0.78 1.23 -1.86
C -1.44 4.86 -0.94 -0.24
H -2.09 4.25 -1.54 0.43
H -4.06 0.31 0.77 0.82
H 3.11 -5.79 -0.69 0.46
C -1.87 -1.40 -4.58 -0.53
H -0.15 -0.55 -5.61 0.38
H 2.29 -1.72 3.52 -0.02
H 0.31 -1.69 -0.80 0.55
C -5.81 1.51 1.34 -1.04
C -1.82 1.68 5.14 -0.43
H 0.34 1.26 2.17 0.87
O 3.19 -4.18 6.07 -0.63
O 3.09 -2.12 -4.01 -0.72
H 5.22 -1.32 3.09 0.21
H -4.54 -1.93 -1.53 0.43
C -0.36 6.61 -0.10 -0.48
H 2.13 -0.51 -1.92 -0.09
N -2.53 1.92 3.04 0.35
H 3.06 0.02 -5.68 0.39
```

Values from the calculation:
ΔE to the lowest compared entry with this formula, charge and spin: 31.1 kcal per mole
Net charge: 0

(4)
C32H55BCrN10SSi as an isolated structure at a distorted geometry. Source: the Open Molecules 2025 dataset; level of theory: wB97M-V/def2-TZVPD.

XYZ file:
```
101
Properties=species:S:1:pos:R:3:mulliken_charge:R:1
C -1.18 -5.11 1.85 -1.70
H 3.64 -2.70 -3.24 0.45
H -0.43 1.35 -2.29 0.44
C 0.67 5.55 -0.02 -1.03
C -2.68 1.89 -1.04 1.01
C 2.59 -1.50 -1.10 -0.93
C -1.46 2.86 2.03 -1.27
H -2.01 -5.76 2.11 0.39
N -0.11 0.01 2.00 0.34
H -0.49 -5.79 1.34 0.28
C -3.89 -1.40 -1.83 -0.50
H 1.36 -1.19 -3.57 0.32
C -3.01 -2.59 -2.19 2.37
H 3.58 5.75 0.21 0.33
H -0.63 0.23 5.28 0.48
N -0.99 0.58 -1.98 -0.78
H 0.73 -3.45 2.26 -0.42
H 4.58 0.86 -2.61 0.46
H -3.09 3.67 -2.00 0.51
H -1.29 2.44 1.07 -0.46
H -4.29 -3.59 -3.58 0.48
C 3.24 -3.87 1.71 -1.60
H -3.21 -4.74 -2.71 0.41
H 2.40 0.18 -4.14 0.58
C -0.79 2.89 4.44 -2.10
H 4.00 -1.20 -4.12 0.48
N 1.64 -2.08 0.73 0.95
N -1.17 -2.16 -0.39 0.59
H 1.88 5.95 -2.71 0.33
C 4.01 -1.68 -3.14 -2.11
H -0.68 -2.51 5.53 0.38
H 1.77 2.39 3.44 0.37
H 3.82 4.02 0.75 0.32
H -4.50 -1.04 -2.69 0.36
N -4.14 1.10 0.58 0.46
H -0.37 5.36 -0.35 0.24
H -2.45 2.69 2.41 0.53
H 0.85 -2.95 4.88 0.20
H -5.01 1.31 1.08 0.31
H 4.28 4.49 -0.83 0.38
H 5.01 -1.75 -2.78 0.44
H 3.84 -3.42 2.45 0.35
H -1.39 3.36 -2.08 0.10
H -4.50 -1.59 -0.93 0.39
Cr -0.16 -0.15 -0.22 0.00
C -3.50 0.06 0.96 -0.22
C 3.37 -2.57 -0.52 -1.32
H -2.44 -1.52 -3.95 0.32
H -1.38 0.11 -2.74 0.08
N 1.54 -1.26 -0.32 0.74
S -3.68 -0.93 2.20 -0.40
H -1.44 3.95 2.07 0.43
H -1.79 -3.17 -4.02 0.40
H -4.74 -3.85 -1.96 0.44
C 2.78 -2.82 0.69 0.55
N -1.86 0.84 -0.93 0.59
B 0.45 -2.41 1.59 -1.39
H 4.40 -2.78 -0.79 0.36
H -3.17 -0.58 -1.58 -0.49
C 1.02 2.80 2.77 -0.97
C -2.20 -2.89 -0.91 -0.60
C 0.79 1.59 -0.48 1.01
H 1.36 2.48 1.77 -0.18
H -0.04 2.43 5.14 0.42
H 1.18 3.91 2.89 0.33
C 1.93 -0.31 -3.29 -1.57
H -3.33 -4.63 -0.34 0.49
C 3.88 0.51 -1.84 -1.23
C 3.54 4.67 -0.09 -1.20
Si 1.85 4.42 -0.86 0.30
H 2.95 4.54 -3.15 0.29
H 1.25 0.39 -2.82 -0.11
H 0.71 5.54 1.08 0.29
H 0.97 6.55 -0.25 0.53
H -1.77 2.62 4.79 0.44
C 1.25 2.68 -0.81 -0.34
C -1.54 -4.01 0.89 0.47
C 1.98 4.85 -2.64 -1.20
C -0.19 -2.68 4.53 -1.32
C -0.23 -1.35 3.79 0.57
H 2.36 -4.32 2.26 0.19
N -0.72 -2.96 0.69 0.74
H -0.76 3.99 4.48 0.37
H 4.48 0.24 -0.94 0.27
C -3.83 -3.82 -2.59 -2.35
H -1.04 -1.96 -2.94 -0.15
C -0.49 -0.07 4.23 -1.19
H -0.61 -3.56 4.08 0.19
H -0.65 -4.78 2.75 0.12
C -1.99 -2.30 -3.34 -1.26
C -2.44 -4.04 -0.16 -0.48
H -2.43 2.52 -3.15 0.19
C -0.44 0.79 3.08 -0.26
C 3.06 -0.73 -2.28 2.70
N -3.73 2.16 -0.31 -0.98
C -2.36 2.87 -2.12 -1.56
H 1.27 4.31 -3.28 0.32
N 0.01 -1.29 2.48 1.10
H 3.21 1.38 -1.68 -0.11
C -0.48 2.31 3.05 2.08
H 3.72 -4.66 1.22 0.45
```

Values from the calculation:
ΔE to the lowest compared entry with this formula, charge and spin: 49.0 kcal per mole
2S+1: 5
<S²>: 6.0508
Net charge: 0

- Which value of net charge does entry 2 give?
  0

- net charge of number 3 (C32H54N6O4S4)?
  0